*a*
The following is a quantum chemistry calculation of 2 unconnected molecules or ions with the total composition C3H9O3, from the Open Molecules 2025 dataset.

Properties
- Lowest unoccupied orbital energy: 4.297 eV
- 2S+1: 1
- Charge: -1

Each line ends with the natural charge from an NBO analysis.
Element x y z (Å)
H -1.900 -1.283 -0.555  0.13
H 0.677 0.055 2.170  0.11
O 1.055 -0.980 0.618  -0.94
H -1.505 1.224 0.763  0.16
H 0.834 0.991 0.814  0.09
H -1.624 -0.595 1.327  0.17
C 0.436 0.080 1.108  -0.03
O -0.626 -0.196 -1.694  -0.77
H -2.524 0.299 -1.000  0.15
H 0.233 -0.616 -1.247  0.52
C -1.119 0.191 0.687  -0.46
C -1.653 -0.267 -0.810  -0.04
O 2.670 0.208 -1.103  -1.03
H 2.957 1.059 -0.760  0.44
H 2.091 -0.172 -0.319  0.51



*b*
The following is a quantum chemistry calculation of 2 unconnected molecules or ions with the total composition C3H9O3, from the Open Molecules 2025 dataset.

Properties
- Lowest unoccupied orbital energy: 3.859 eV
- 2S+1: 1
- Charge: -1

Each line ends with the natural charge from an NBO analysis.
Element x y z (Å)
H 0.071 -2.299 -0.164  0.09
H -1.216 -0.761 1.415  0.18
H 0.485 1.015 1.459  0.16
O -1.389 1.890 1.144  -0.75
C -0.740 -0.400 0.499  -0.47
H 1.072 -0.113 -1.501  0.49
H 1.799 0.373 -2.815  0.44
O 0.959 0.525 -2.366  -1.07
O 1.575 -0.896 -0.387  -0.90
H -1.424 -0.459 -0.359  0.17
C -0.331 1.035 0.722  -0.07
C 0.491 -1.340 0.264  0.01
H -2.254 1.545 0.883  0.46
H 0.146 1.471 -0.156  0.19
H 0.758 -1.588 1.362  0.07



*c*
The following is a quantum chemistry calculation of a molecular structure, C3H9O3, from the Open Molecules 2025 dataset.

Properties
- Lowest unoccupied orbital energy: 3.736 eV
- 2S+1: 1
- Charge: -1

Each line ends with the natural charge from an NBO analysis.
Element x y z (Å)
O -3.322 -0.123 0.252  -0.92
H -1.340 -1.615 0.507  0.22
H -0.940 -0.186 1.589  0.21
H 2.106 0.637 -0.083  0.50
H 3.608 1.460 -0.264  0.43
O 0.977 0.797 0.002  -0.68
C -0.935 -0.601 0.584  -0.49
H -1.895 1.178 -0.100  0.07
H 1.067 -1.160 0.666  0.21
O 3.389 0.616 0.146  -1.13
H 0.658 -1.004 -0.968  0.18
H 0.118 0.626 -0.752  0.58
C 0.466 -0.521 0.007  -0.21
H -1.840 -0.185 -1.323  0.05
C -2.115 0.081 -0.264  -0.01



Energies, relative to the best one, in hartree: *a* 0.0341; *b* 0.0000; *c* 0.1406.